Entry 1:
The following is a quantum chemistry calculation of 3 unconnected molecules or ions with the total composition C4H9NO in a non-equilibrium geometry, from OMol25.

Output
Kohn-Sham gap (alpha / beta) = 7.37 / 7.58 eV

Structure (ORCA input):
```
! RIJCOSX wB97M-V def2-TZVPD def2/J DEFGRID3
* xyz 0 1
C 0.38414 2.00111 1.05054
C -0.26536 1.48320 -0.20578
N -0.09330 -0.46351 -0.96153
C -0.44016 -0.63571 0.22403
O -1.18018 -0.76072 1.12818
C 0.05103 -2.58429 -0.64964
H 0.24547 3.08999 1.08061
H 1.46245 1.80259 1.08449
H -0.06766 1.57948 1.95685
H -1.35013 1.56748 -0.22241
H 0.18829 1.82639 -1.12984
H 0.81352 -0.38093 -1.41171
H 1.07046 -2.70748 -1.00449
H -0.73028 -2.92985 -1.32215
H -0.08830 -2.88774 0.38286
*
```

=====

Entry 2:
The following is a quantum chemistry calculation of a single C4H9NO molecule, from OMol25.

Output
structure (SMILES) = CCO/C=N/C
Kohn-Sham gap = 10.74 eV

Structure (ORCA input):
```
! RIJCOSX wB97M-V def2-TZVPD def2/J DEFGRID3
* xyz 0 1
C 1.98282 0.84249 1.55036
C 0.53808 0.80837 1.09452
O 0.18121 -0.57175 0.93554
C -0.55079 -0.91494 -0.13105
N -1.06718 -0.10566 -0.94916
C -1.76727 -0.68242 -2.07667
H 2.11866 0.21461 2.43580
H 2.63659 0.46477 0.75794
H 2.28807 1.86474 1.79489
H -0.13577 1.25096 1.83689
H 0.39261 1.33056 0.14599
H -0.62281 -2.00806 -0.19250
H -1.38371 -0.24029 -3.00224
H -2.83495 -0.44328 -2.02045
H -1.66139 -1.77724 -2.15106
*
```

=====

Entry 3:
The following is a quantum chemistry calculation of a single C4H9NO molecule in a non-equilibrium geometry, from OMol25.

Output
structure (SMILES) = C=NOCCC
Kohn-Sham gap = 10.75 eV

Structure (ORCA input):
```
! RIJCOSX wB97M-V def2-TZVPD def2/J DEFGRID3
* xyz 0 1
C 1.04023 0.81009 -2.34670
N 0.90580 0.05793 -1.33443
O 0.93120 0.81454 -0.17451
C 0.90571 -0.00381 1.00262
C -0.55037 -0.19042 1.42133
C -1.47704 -0.67964 0.31616
H 1.11324 0.41519 -3.32459
H 1.07553 1.88592 -2.27372
H 1.38090 -1.00551 0.84624
H 1.45232 0.46606 1.78133
H -0.97781 0.79921 1.74119
H -0.58743 -0.91390 2.29611
H -1.69348 0.07209 -0.45832
H -1.02451 -1.56652 -0.19292
H -2.49428 -0.96123 0.70019
*
```

=====

Entry 4:
The following is a quantum chemistry calculation of 2 unconnected molecules or ions with the total composition C4H9NO, from OMol25.

Output
structure (SMILES) = C/N=C1\O[C@@H]1C.[H][H]
Kohn-Sham gap = 10.93 eV

Structure (ORCA input):
```
! RIJCOSX wB97M-V def2-TZVPD def2/J DEFGRID3
* xyz 0 1
C -2.57413 -0.09659 0.29990
N -1.29902 0.46101 -0.12255
C -0.30961 -0.29508 -0.19891
O 0.06741 -1.57518 -0.00933
C 1.07354 -0.56286 -0.46562
C 2.17620 -0.24564 0.50326
H -3.30944 0.07031 -0.49378
H -2.54004 -1.16870 0.53218
H -2.92094 0.44690 1.18448
H 1.37140 -0.72346 -1.50179
H 2.86826 -1.08991 0.58266
H 2.73736 0.62573 0.14896
H 1.77643 -0.02066 1.49506
H 0.76231 2.55274 -0.85156
H 0.11164 2.23250 -0.67140
*
```

=====

Entry 5:
The following is a quantum chemistry calculation of 2 unconnected molecules or ions with the total composition C4H9NO in a non-equilibrium geometry, from OMol25.

Output
structure (SMILES) = C=CO.C=NC
Kohn-Sham gap = 10.14 eV

Structure (ORCA input):
```
! RIJCOSX wB97M-V def2-TZVPD def2/J DEFGRID3
* xyz 0 1
C 1.72896 -2.31934 -0.68169
C 1.24588 -2.08262 0.52688
O 0.31145 -1.12063 0.79608
H 2.49210 -3.08874 -0.69192
H 1.54885 -1.72655 -1.56568
H 1.56538 -2.71020 1.34740
H 0.58249 -0.28222 0.40595
C -1.41657 1.21768 1.17318
N -0.46980 1.67303 0.46729
C -0.87457 1.98917 -0.92037
H -1.45738 1.44917 2.23695
H -2.38841 0.94476 0.74207
H -1.36083 2.95597 -0.96929
H -0.02927 1.96210 -1.60930
H -1.47827 1.13841 -1.25756
*
```

=====

Entry 6:
The following is a quantum chemistry calculation of a single C4H9NO molecule, from OMol25.

Output
structure (SMILES) = CN1C[C@H]1CO
Kohn-Sham gap = 10.40 eV

Structure (ORCA input):
```
! RIJCOSX wB97M-V def2-TZVPD def2/J DEFGRID3
* xyz 0 1
C -2.02938 0.54137 -0.07833
N -0.58487 0.53330 -0.33785
C -0.23133 -0.86576 -0.51010
C 0.33478 -0.10684 0.61581
C 1.84479 0.08863 0.50982
O 2.29228 0.24371 -0.81781
H -2.48728 0.14541 -0.99492
H -2.33153 -0.14306 0.73375
H -2.44229 1.53417 0.10237
H -1.01015 -1.58591 -0.27686
H 0.37709 -1.05645 -1.38326
H -0.02066 -0.29538 1.63138
H 2.26202 -0.86738 0.85457
H 2.25253 0.87448 1.16134
H 1.77401 0.95970 -1.20990
*
```

=====

Entry 7:
The following is a quantum chemistry calculation of a single C4H9NO molecule, from OMol25.

Output
structure (SMILES) = CN(C)CC=O
Kohn-Sham gap = 9.94 eV

Structure (ORCA input):
```
! RIJCOSX wB97M-V def2-TZVPD def2/J DEFGRID3
* xyz 0 1
C 1.11389 -0.96019 0.42290
N -0.13128 -0.44072 -0.11205
C -0.28980 -0.82215 -1.50440
C -0.28549 0.98419 0.11185
C -1.07788 1.34453 1.35528
O -0.99749 2.43439 1.86369
H 2.00124 -0.54338 -0.08871
H 1.14004 -2.04929 0.30727
H 1.20014 -0.73063 1.48889
H -0.21343 -1.91087 -1.59467
H -1.28016 -0.52612 -1.86395
H 0.47268 -0.37556 -2.16856
H -0.83901 1.42584 -0.72686
H 0.66321 1.54136 0.18042
H -1.75793 0.56148 1.75288
*
```

=====

Entry 8:
The following is a quantum chemistry calculation of a single C4H9NO molecule in a non-equilibrium geometry, from OMol25.

Output
structure (SMILES) = CCNCC=O
Kohn-Sham gap = 10.54 eV

Structure (ORCA input):
```
! RIJCOSX wB97M-V def2-TZVPD def2/J DEFGRID3
* xyz 0 1
C -2.09773 -0.77180 -1.94349
C -1.03139 0.16749 -1.41125
N -0.30800 -0.44046 -0.28618
C 0.56633 0.53996 0.36280
C 1.24786 -0.03345 1.57213
O 2.00805 0.59017 2.23925
H -1.69756 -1.78624 -1.86776
H -3.03468 -0.77484 -1.39461
H -2.30869 -0.56954 -2.99263
H -0.35039 0.52245 -2.19645
H -1.50117 1.07293 -1.02666
H 0.26504 -1.19119 -0.67285
H -0.14610 1.30660 0.69628
H 1.32332 1.05778 -0.23767
H 0.94878 -1.08878 1.71098
*
```

=====

Entry 9:
The following is a quantum chemistry calculation of a single C4H9NO molecule in a non-equilibrium geometry, from OMol25.

Output
structure (SMILES) = CCNC(C)=O
Kohn-Sham gap = 10.59 eV

Structure (ORCA input):
```
! RIJCOSX wB97M-V def2-TZVPD def2/J DEFGRID3
* xyz 0 1
C -0.45747 0.37398 -1.74844
C 0.57838 0.78020 -0.70092
N -0.00357 1.02415 0.60433
C -0.19013 0.01012 1.54568
C 0.24500 -1.39732 1.20906
O -0.69663 0.26422 2.61612
H -0.02413 0.31641 -2.75292
H -1.12976 1.23511 -1.83500
H -0.95853 -0.54711 -1.46710
H 1.31912 -0.00531 -0.58438
H 1.16243 1.63092 -1.04356
H -0.85296 1.57660 0.56573
H 0.26767 -1.93297 2.16022
H -0.51640 -1.86594 0.59502
H 1.25698 -1.46307 0.83617
*
```

=====

Entry 10:
The following is a quantum chemistry calculation of a single C4H9NO molecule in a non-equilibrium geometry, from OMol25.

Output
structure (SMILES) = C[C@@]1(C[O-])C[NH2+]1
Kohn-Sham gap = 9.17 eV

Structure (ORCA input):
```
! RIJCOSX wB97M-V def2-TZVPD def2/J DEFGRID3
* xyz 0 1
C -1.25110 -1.01343 0.08849
C -0.14122 -0.03155 -0.12136
C 1.12898 -0.52265 -0.85470
O 2.17440 0.07069 -0.20096
C -0.28385 1.42356 -0.03018
N 0.31444 0.75193 1.11369
H -2.17170 -0.53883 0.43864
H -1.46347 -1.57901 -0.82576
H -0.89976 -1.73849 0.82998
H 1.10582 -1.64239 -0.87788
H 1.01263 -0.25668 -1.93956
H -1.26992 1.84077 0.12002
H 0.44162 2.02382 -0.57187
H 1.51797 0.54930 0.85281
H -0.21486 0.66295 1.97866
*
```

=====

Entry 11:
The following is a quantum chemistry calculation of a molecular structure, C4H9NO in a non-equilibrium geometry, from OMol25.

Output
Kohn-Sham gap = 8.56 eV

Structure (ORCA input):
```
! RIJCOSX wB97M-V def2-TZVPD def2/J DEFGRID3
* xyz 0 1
C 0.63102 -1.57546 -0.54717
C -0.09662 -0.44926 -1.21878
O -1.37629 -0.58715 -1.52401
H 0.53226 0.15984 -1.88897
H 0.77041 -2.34696 -1.31202
H 1.60879 -1.26887 -0.17294
H 0.02924 -1.99848 0.25625
C -0.37939 0.60986 1.68747
C -0.16673 1.06587 0.27719
N 0.36071 2.17647 -0.01619
H 0.40084 2.33439 -1.02754
H -1.02389 0.42174 -0.64241
H -1.35888 0.13737 1.79554
H 0.37312 -0.13408 1.96012
H -0.30459 1.45472 2.37347
*
```

=====

Entry 12:
The following is a quantum chemistry calculation of a single C4H9NO molecule, from OMol25.

Output
structure (SMILES) = CCCC(N)=O
Kohn-Sham gap = 10.70 eV

Structure (ORCA input):
```
! RIJCOSX wB97M-V def2-TZVPD def2/J DEFGRID3
* xyz 0 1
C 2.24487 -0.03743 -0.35506
C 0.81836 0.40482 -0.66122
C -0.18365 -0.18686 0.32166
C -1.59810 0.31520 0.09130
N -2.56952 -0.40766 0.72791
O -1.84990 1.27917 -0.60026
H 2.96103 0.40282 -1.05668
H 2.34143 -1.12770 -0.41757
H 2.54364 0.26207 0.65699
H 0.73742 1.49634 -0.63373
H 0.53546 0.10755 -1.67773
H -0.18325 -1.28365 0.27399
H 0.09804 0.07959 1.35398
H -3.52306 -0.08191 0.70728
H -2.33444 -1.16909 1.34650
*
```

=====

It is found that the energy above the lowest of the compared OMol25 structures with the same formula, charge and spin values, taken in the order of the records, are 162.18 33.00 71.91 78.86 75.13 60.68 40.11 37.69 15.46 70.54 116.82 0.97 kcal per mole.
It is found that the E values, taken in the order of the records, are -7825.287 -7830.889 -7829.202 -7828.900 -7829.062 -7829.689 -7830.581 -7830.685 -7831.650 -7829.261 -7827.254 -7832.278 eV.